[1]
53
Properties=species:S:1:pos:R:3:mulliken_charge:R:1 method="wB97M-V/def2-TZVPD" homo_ev=-8.97 fmax_ev_per_a=4.7 mol_weight_g_mol=446.5
C 3.23504 1.56291 -0.45577 -0.9100
C 3.23928 0.14250 0.29794 -0.1891
C 2.98266 -1.12296 -0.66537 -0.1960
C 1.65639 -1.96281 -0.24270 -0.4008
O 0.50925 -1.07075 -0.20576 -0.0996
O -0.50584 -1.76926 0.36701 -0.2040
S -0.72366 -1.33964 1.99059 0.6244
O -1.16557 -2.63504 2.65915 -0.5898
O -2.04025 -0.29180 2.19232 -0.1631
C -2.75890 -0.05712 0.96875 0.2449
C -3.58770 -1.21562 0.36329 -0.0393
C -4.33449 -0.95084 -0.96927 -0.5144
C -4.21710 0.45425 -1.60517 -0.3339
C -3.41180 1.64446 -1.00062 -0.4579
C -2.66875 1.36952 0.33595 -0.3076
H 3.36003 2.36324 0.36825 0.3412
H 2.22509 1.79789 -0.96434 0.2175
H 4.11697 1.71685 -1.16992 0.1960
H 4.27087 0.01463 0.76947 0.3172
H 2.40136 0.16661 1.07508 0.1252
H 3.86030 -1.85628 -0.49024 0.3550
H 2.99123 -0.86726 -1.78308 -0.1203
H 1.56767 -2.82682 -0.98512 0.3047
H 1.83320 -2.39466 0.80178 0.2814
H -3.58359 -2.20600 0.93056 0.3384
H -4.91772 -1.82267 -1.42348 0.3170
H -4.76690 0.62657 -2.60093 0.2868
H -3.36636 2.65901 -1.52526 0.3325
H -2.06343 2.19488 0.85327 0.3177
C 3.16651 -0.33223 -6.61299 -0.3630
C 3.04724 0.11846 -5.36352 -0.2876
C 4.16082 0.00522 -4.39816 0.3242
O 4.05178 0.41481 -3.25633 -0.4698
C 5.41164 -0.62499 -4.87106 -0.3334
C 5.53114 -1.07575 -6.12046 -0.3555
C 4.41747 -0.96258 -7.08624 0.3344
O 4.52620 -1.37159 -8.22645 -0.5461
H 2.36112 -0.25820 -7.33295 0.4003
H 2.13855 0.58319 -5.00111 0.4404
H 6.21697 -0.69896 -4.15092 0.4277
H 6.43982 -1.54043 -6.48264 0.3995
C -4.86155 1.23398 6.86733 -0.3839
C -3.87508 2.12939 6.92515 -0.3716
C -2.73890 2.08060 5.98033 0.1738
O -1.83716 2.89649 6.03383 -0.5511
C -2.73959 1.00267 4.96887 -0.3448
C -3.72602 0.10701 4.91082 -0.1388
C -4.86212 0.15565 5.85542 0.2310
O -5.76379 -0.65962 5.80237 -0.5425
H -5.70069 1.25422 7.55149 0.4092
H -3.85968 2.92555 7.65921 0.4092
H -1.90107 0.98227 4.28504 0.5344
H -3.74087 -0.68895 4.17656 0.5295

[2]
10
Properties=species:S:1:pos:R:3:mulliken_charge:R:1 method="wB97M-V/def2-TZVPD" homo_ev=-9.20 fmax_ev_per_a=5.7 mol_weight_g_mol=118.5
C 0.03800 0.74836 -0.11321 0.6575
C -1.15370 0.22374 -0.17231 -0.6376
C 0.89991 -0.46271 0.08561 0.2618
H 1.59839 1.87226 0.60653 0.3722
H -2.15852 0.52482 0.02032 0.3851
H -1.62407 -1.79309 -0.44139 0.2607
N -1.02317 -1.12509 0.05735 0.1291
N 0.18893 -1.54608 0.06565 -0.6460
O 0.56491 2.00902 -0.01802 -0.5919
Cl 2.66932 -0.45124 -0.09053 -0.1908

[3]
11
Properties=species:S:1:pos:R:3:mulliken_charge:R:1 method="wB97M-V/def2-TZVPD" homo_ev=-10.14 fmax_ev_per_a=4.0 mol_weight_g_mol=109.1
C -2.21506 0.77146 -0.43503 0.2019
C -0.97305 0.14682 -0.09195 0.4322
C 1.38807 -0.90508 0.63560 0.0072
H 2.43616 -1.01188 1.18146 0.2876
H 1.17935 -0.61128 -1.64465 0.3203
H 0.46459 1.46191 0.34173 0.3331
N -3.08438 1.30935 -0.95872 -0.3835
N -0.97047 -0.85943 0.75699 -0.2311
N 0.26321 -0.92584 1.37904 -0.3921
N 1.25331 -0.18640 -0.61908 -0.1644
N 0.25827 0.81038 -0.54539 -0.4111

[4]
16
Properties=species:S:1:pos:R:3:mulliken_charge:R:1 method="wB97M-V/def2-TZVPD" homo_ev=-7.25 fmax_ev_per_a=4.1 mol_weight_g_mol=106.2
C 0.23808 -0.46311 -1.93452 -0.7973
C -0.38577 -1.68139 -1.30338 -0.4709
S -1.01566 -1.60890 0.53669 -0.5439
H 0.31374 -0.64868 -3.03145 0.3298
H -0.27063 0.50131 -1.89577 0.2582
H 1.29032 -0.30919 -1.43863 0.1725
H -1.38250 -1.98930 -1.79738 0.2531
H 0.13748 -2.63103 -1.44432 0.2978
N -0.93172 1.50882 1.85880 -0.3288
C 0.40333 1.48913 1.56130 0.2120
N 1.04866 0.37570 1.21219 -0.3570
H -1.39750 0.66824 1.75555 0.1055
H -1.24033 2.16332 2.58712 0.2558
H 0.93604 2.42529 1.70502 0.3632
H 2.03676 0.64670 0.89022 0.2729
H 0.21971 -0.44691 0.73856 -0.0231

[5]
15
Properties=species:S:1:pos:R:3:mulliken_charge:R:1 method="wB97M-V/def2-TZVPD" homo_ev=-10.82 fmax_ev_per_a=3.5 mol_weight_g_mol=90.1
O 2.45413 -0.70293 0.33120 -0.7064
H 2.71813 -0.67293 -0.57480 0.3372
H 2.76313 0.16507 0.61520 0.3421
O 0.35013 2.48207 0.67020 -0.6362
H -0.45587 2.98807 0.54120 0.3133
H 0.09713 1.56607 0.47120 0.3714
O -0.46487 -1.76493 -3.57180 -0.6285
H -0.68587 -1.44793 -4.48680 0.3287
H -1.14387 -1.49793 -3.01580 0.3033
O -0.31287 -0.39793 0.60720 -0.7555
H -0.64987 -0.93893 -0.14780 0.3322
H 0.58613 -0.71093 0.48420 0.3524
O -2.12487 0.31307 2.69720 -0.6218
H -1.60287 -0.12793 2.06520 0.3645
H -1.52787 0.74807 3.31420 0.3035

[6]
193
Properties=species:S:1:pos:R:3:mulliken_charge:R:1 method="wB97M-V/def2-TZVPD" homo_ev=-8.02 fmax_ev_per_a=9.8 mol_weight_g_mol=2005.7 total_charge=-1
C -2.16205 -5.37724 4.84935 -1.8347
C -1.72002 -5.16381 3.41726 1.2155
C -1.73254 -3.78369 2.78614 -0.7214
C -0.62031 -2.98154 3.41869 0.0262
C 0.72249 -3.62987 3.14715 0.2954
C 0.90017 -5.09201 3.63085 0.7496
N -0.34511 -5.78770 3.33835 1.5124
O -0.35458 -7.12763 3.45852 -0.4574
C 1.03119 -5.11424 5.19421 -1.9323
C 2.02428 -5.81216 2.86477 -1.3445
C -2.57055 -6.03085 2.52623 -1.3932
H -1.89372 -4.60516 5.60502 0.1514
H -1.90845 -6.38638 5.11967 0.4800
H -3.24078 -5.34556 4.94778 0.5031
H -2.72085 -3.35010 3.06292 0.7786
H -1.66325 -3.78035 1.66761 -0.0503
H -0.74841 -2.70613 4.50081 -0.2527
H -0.68983 -1.99346 3.00054 -0.4153
H 1.43442 -2.95757 3.57422 1.2027
H 0.93356 -3.53155 2.08287 -0.3952
H 1.97406 -4.63584 5.38432 0.5670
H 1.06417 -6.11424 5.63449 0.3812
H 0.23699 -4.53902 5.65204 0.2329
H 1.72717 -5.78783 1.82732 0.1794
H 2.19738 -6.87745 3.12478 0.3329
H 2.94983 -5.29193 2.95738 0.3990
H -2.06370 -6.12199 1.55114 0.1049
H -3.51836 -5.48733 2.33690 0.4491
H -2.72476 -7.07134 2.94194 0.3874
C -4.63733 1.03740 -4.01613 -0.1335
C -4.20773 0.75261 -5.46166 1.9533
C -5.01553 -0.33428 -6.18090 -1.5033
C -6.44976 -0.01004 -6.50160 -0.4850
C -6.36464 1.25617 -7.39481 -1.3566
C -5.84209 2.44853 -6.67224 1.3818
N -4.57729 2.00680 -6.09526 0.6429
O -3.74001 3.01029 -5.89982 -0.1444
C -6.77170 2.97235 -5.51525 -1.5597
C -5.52686 3.58072 -7.62600 -1.9397
C -2.73161 0.49796 -5.53702 -0.9239
H -5.57376 1.50092 -3.80450 0.1187
H -3.94075 1.74010 -3.57685 -0.4436
H -4.57726 0.11605 -3.45091 -0.0637
H -4.99380 -1.13520 -5.48208 0.5288
H -4.38105 -0.54792 -7.05671 0.4828
H -6.97922 0.26518 -5.59466 0.1477
H -6.91155 -0.84804 -6.94608 0.6305
H -7.36931 1.59413 -7.69338 0.5608
H -5.76855 1.15083 -8.30905 0.3416
H -7.74174 3.15209 -6.04661 0.4699
H -6.48562 3.92408 -5.09004 0.4029
H -6.94564 2.26344 -4.70446 0.3713
H -6.42932 3.86113 -8.14373 0.4456
H -4.78232 3.28006 -8.37847 0.4431
H -5.20855 4.50409 -7.06932 0.3559
H -2.43338 -0.38283 -4.95223 -0.0952
H -2.12917 1.37936 -5.15035 -0.0564
H -2.47774 0.38940 -6.57545 0.7194
C -1.22404 0.42732 -2.19921 -0.4773
C -0.05517 1.01319 -1.48258 -0.4275
N -0.19935 0.93301 0.10426 0.8975
C -0.28468 -0.51536 0.50809 -0.3018
C 1.01810 1.56648 0.87149 1.0256
C 1.10368 3.04053 0.48261 -1.0096
C -1.57630 1.63837 0.47972 -0.0762
C -1.69867 1.76089 1.95441 -1.1902
O -1.80759 0.54876 2.57575 0.1688
C -2.31035 0.68377 3.91226 -0.7632
H -1.03487 0.44596 -3.25716 0.4912
H -2.13782 1.03756 -2.07122 -0.0824
H -1.28806 -0.62069 -1.95406 -0.3504
H 0.17626 2.01527 -1.80681 0.6594
H 0.81369 0.39235 -1.69808 0.2704
H 0.48945 -1.08532 -0.02841 0.0806
H -1.24739 -0.94777 0.26010 0.2673
H -0.14769 -0.56256 1.57186 -0.0177
H 1.86068 1.00206 0.54056 0.0868
H 0.79014 1.36908 1.90756 -0.6556
H 1.66413 3.04820 -0.47584 0.3110
H 1.73938 3.56947 1.21027 0.1273
H 0.12545 3.58825 0.31657 0.0214
H -2.29525 0.92562 0.08860 0.6446
H -1.68499 2.57664 -0.06477 0.0599
H -2.56355 2.38922 2.21503 0.6809
H -0.82051 2.36869 2.31155 -0.1023
H -2.56267 -0.22091 4.42700 0.2268
H -3.22580 1.27410 3.96566 0.3823
H -1.49134 1.15391 4.49970 0.0832
C 7.17437 5.02540 5.17316 -1.2082
C 7.30630 3.52608 4.72975 -0.1716
N 7.33214 3.34401 3.16349 0.2611
C 7.21082 1.81804 2.87908 -0.7594
C 6.19436 4.07251 2.41826 -0.7431
C 4.78950 3.74517 2.88345 -0.2388
C 8.64589 3.88220 2.64755 -0.8082
C 8.95132 3.42682 1.22089 -0.2319
O 9.83039 2.33899 1.30921 -0.4160
C 9.78203 1.63922 0.11181 -0.5011
H 7.91682 5.64307 4.69297 0.3041
H 7.38308 4.94567 6.24174 0.4528
H 6.14677 5.29344 4.92206 0.2733
H 6.42181 2.95034 5.09764 0.2940
H 8.29413 3.14238 5.05646 0.4990
H 8.02768 1.31076 3.39869 0.4642
H 7.25137 1.68789 1.82270 0.2090
H 6.20263 1.52457 3.21287 0.1412
H 6.35928 3.82985 1.36882 0.4384
H 6.49045 5.14921 2.53880 0.4802
H 4.10829 4.17498 2.15071 0.4082
H 4.48334 4.02989 3.91739 0.1307
H 4.62180 2.66647 2.69309 -0.1882
H 9.45936 3.58053 3.28703 0.4602
H 8.59888 4.98710 2.63622 0.4903
H 9.45027 4.20207 0.58440 0.5223
H 8.11183 3.18638 0.55270 0.0418
H 8.83092 1.20919 -0.07205 0.0738
H 10.46044 0.75129 0.10965 0.2853
H 9.99191 2.24925 -0.78608 0.3225
C 0.27298 -0.74216 6.97194 0.4713
F 0.10680 0.49006 7.32246 -0.1809
F 0.66647 -1.49366 8.00167 -0.2547
F -0.91916 -1.31268 6.60840 -0.2361
S 1.48027 -0.81078 5.60042 0.8822
O 1.87648 -2.18205 5.60307 -0.7429
O 0.66854 -0.35468 4.54091 -0.2955
N 2.61148 0.12886 5.99233 -0.3265
S 2.96298 1.64526 6.22143 0.7699
O 2.72328 2.21838 7.51629 -0.7130
O 4.22126 1.97462 5.63019 -0.4098
C 1.80274 2.69501 5.16256 0.5548
F 2.05809 2.45559 3.92526 -0.0794
F 0.53897 2.37162 5.48534 -0.2222
F 2.05500 3.95760 5.50300 -0.2775
C -0.82163 -3.61571 -3.72128 0.1427
F -1.92082 -2.83365 -3.71351 -0.1012
F -1.24351 -4.83978 -3.90208 -0.2037
F -0.03907 -3.25916 -4.76533 -0.2341
S -0.12660 -3.44044 -2.04133 1.1683
O 0.59404 -2.17591 -2.08875 -0.6157
O -1.31456 -3.41507 -1.26577 -0.5678
N 0.85245 -4.61045 -1.92449 -0.5870
S 0.80357 -5.67326 -0.74202 1.3659
O 2.08130 -6.26759 -0.59921 -0.8206
O 0.17859 -5.14777 0.43954 -0.6277
C -0.22681 -7.07663 -1.42947 0.5134
F -1.51307 -6.85599 -1.34868 -0.1806
F 0.12740 -7.24581 -2.68014 -0.2166
F 0.06319 -8.22596 -0.80576 -0.2541
C 0.00649 5.62551 -3.65678 0.3641
F 0.58486 5.10396 -2.54291 -0.1588
F -0.31380 6.85118 -3.32303 -0.1986
F 1.04039 5.52452 -4.60432 -0.2327
S -1.25986 4.50257 -4.30224 0.9548
O -1.96287 5.18672 -5.35071 -0.6520
O -0.46829 3.37583 -4.71778 -0.6418
N -2.29204 4.12749 -3.12192 -0.0367
S -3.61262 4.95047 -2.88180 0.6442
O -3.66619 6.38870 -2.97096 -0.6379
O -4.70951 4.22803 -3.44895 -0.5319
C -3.73534 4.65126 -1.05081 0.6074
F -4.66427 5.37233 -0.50211 -0.2286
F -4.09089 3.35822 -0.78994 -0.2087
F -2.53586 4.83075 -0.45312 -0.2333
C -7.49979 -4.87567 -3.36355 0.5838
F -8.49779 -5.44889 -2.71732 -0.2388
F -6.43856 -4.83760 -2.58948 -0.1895
F -7.23415 -5.68515 -4.43221 -0.2512
S -7.88658 -3.10489 -3.82472 0.9457
O -6.81426 -2.61404 -4.60080 -0.4465
O -9.13529 -3.34520 -4.42704 -0.6935
N -8.03468 -2.42692 -2.42050 -0.5694
S -7.21723 -1.24264 -1.81474 1.0569
O -7.04619 -0.21635 -2.79807 -0.5063
O -7.58766 -0.85879 -0.51596 -0.6737
C -5.48533 -1.89921 -1.45716 0.3533
F -4.85053 -1.24538 -0.50079 -0.1146
F -5.49227 -3.14970 -1.01889 -0.2326
F -4.70518 -1.95443 -2.62421 -0.0952
C 5.76427 0.55583 -2.39970 0.4945
F 5.14402 -0.37245 -3.06333 -0.2023
F 6.92881 0.17586 -1.91606 -0.2117
F 6.06829 1.42635 -3.42105 -0.2716
S 4.88225 1.42098 -1.04576 0.9173
O 5.96681 2.14718 -0.34604 -0.6598
O 3.80776 2.13721 -1.61512 -0.5878
N 4.38329 0.11412 -0.32462 -0.3988
S 4.76747 -0.36457 1.17269 0.9598
O 6.13868 -0.65937 1.41752 -0.6359
O 4.03722 0.44155 2.18336 -0.3175
C 4.01632 -2.11549 1.23368 0.1288
F 4.56575 -2.65753 2.26657 -0.1736
F 2.65447 -2.13998 1.27316 -0.0368
F 4.38088 -2.73044 0.10556 -0.2236

[7]
10
Properties=species:S:1:pos:R:3:mulliken_charge:R:1 method="wB97M-V/def2-TZVPD" homo_ev=-9.08 fmax_ev_per_a=3.4 mol_weight_g_mol=104.1
C 0.31164 0.44597 -0.02842 0.0652
C -0.98594 -0.25615 0.01768 0.7143
H 0.71922 2.47236 0.22033 0.2359
H -0.94420 1.98071 -0.13778 0.2661
H 0.09882 -1.94697 0.25191 0.1497
H -1.72678 -2.18720 0.14715 0.2704
N -0.01800 1.77534 0.20048 -0.3430
N -0.83615 -1.60619 0.15434 -0.3433
O -2.05764 0.33756 -0.20127 -0.6482
S 1.77119 -0.33390 -0.08067 -0.3671

[8]
49
Properties=species:S:1:pos:R:3:mulliken_charge:R:1 method="wB97M-V/def2-TZVPD" s_squared=2.031 spin_multiplicity=3 homo_ev="-13.96 / -13.87" fmax_ev_per_a=7.5 mol_weight_g_mol=428.5 total_charge=+2
C 5.35875 1.85438 -1.74601 -1.0750
C 3.93048 1.35671 -1.67073 0.9172
H 5.46575 2.43099 -2.67484 0.3563
H 6.04641 0.99511 -1.82712 0.3046
H 5.64834 2.50203 -0.90101 0.3559
O 3.14023 1.29070 -2.58584 -0.4376
Cl 3.34554 0.77026 0.01841 -0.3250
V 0.20267 -0.03085 0.05605 -0.9739
P 0.53166 -1.94992 -1.04525 1.4375
C -0.57164 -2.43183 -2.39224 -1.3181
C 2.15933 -1.90557 -1.84416 -1.1936
H 2.23861 -2.84063 -2.41040 0.4850
H 0.89933 -4.26672 -0.63123 0.4638
H 2.93869 -1.84914 -1.07585 0.4081
H 1.45249 -3.25064 0.74825 0.4231
H -0.64306 -1.62747 -3.13193 0.4190
H 2.27403 -1.03315 -2.49960 0.2541
C 0.65111 -3.41792 0.01737 -1.2328
H -0.15287 -3.33250 -2.85275 0.4828
H -0.29468 -3.58972 0.54553 0.2451
H -1.56770 -2.62610 -1.98408 0.2797
P -0.16743 1.81324 1.26834 1.4998
C -1.57183 2.88152 0.89763 -1.3046
C -0.27314 1.54094 3.05877 -1.2563
H 2.17732 2.34791 1.30739 0.3825
H 1.12127 3.72292 1.79017 0.4532
H 1.34775 3.27712 0.05654 0.3331
C 1.25958 2.90408 1.08222 -1.2021
H 0.64923 1.05175 3.39469 0.4160
H -0.36881 2.53325 3.51463 0.4833
H -1.48168 3.75625 1.54954 0.4685
H -2.49729 2.33316 1.09691 0.2799
H -1.13730 0.90861 3.30068 0.2384
H -1.55223 3.18416 -0.15426 0.4194
C -0.87124 0.64516 -1.34855 0.2891
O -1.74722 0.92700 -2.08054 -0.2569
O -2.60725 -0.12265 1.64331 -0.1387
B -1.61455 -0.78666 0.74860 0.7384
O -2.23928 -2.10271 0.41650 -0.1684
C -3.38536 -2.20110 1.14385 0.7566
C -4.38022 -3.17172 1.08504 -1.0109
C -5.59445 -2.97755 1.75159 -0.6191
C -5.80323 -1.80733 2.47427 -0.5994
C -4.81711 -0.83852 2.53425 -0.9793
C -3.60331 -1.02103 1.87587 0.7444
H -4.25014 -4.07554 0.50606 0.4619
H -6.37933 -3.70248 1.68535 0.4397
H -6.76072 -1.65916 2.95467 0.4167
H -5.01787 0.08508 3.07992 0.4385